Record 1
{
  "formula": "C11H33BCoNO5",
  "method": "ωB97M-V with the def2-TZVPD basis set",
  "multiplicity": 4,
  "total_charge": 1,
  "gap_ev": [9.00, 8.16],
  "e_homo_ev": [-11.84, -11.88],
  "s_squared": 3.761,
  "species": ["Co", "B", "H", "H", "H", "H", "C", "C", "O", "O", "H", "H", "H", "H", "H", "H", "C", "O", "C", "C", "N", "C", "C", "O", "C", "H", "H", "H", "H", "H", "H", "H", "H", "H", "H", "H", "H", "H", "H", "H", "C", "C", "C", "O", "H", "H", "H", "H", "H", "H", "H", "H"],
  "positions_angstrom": [[0.324, -0.720, 1.073], [-0.131, 0.223, -0.070], [-0.758, -0.650, -0.157], [0.902, -0.033, -0.247], [-0.494, 0.942, -0.789], [-0.250, 0.624, 0.924], [-0.841, -0.436, -2.784], [0.426, 0.434, -3.045], [1.315, 0.344, -1.944], [-1.687, 0.355, -1.940], [-0.742, -1.400, -2.285], [-1.459, -0.692, -3.644], [0.194, 1.486, -3.208], [0.923, 0.060, -3.940], [0.943, 0.493, -1.072], [-1.218, 0.468, -1.110], [-1.829, -2.930, 0.036], [-0.547, -2.371, 0.327], [0.510, -3.265, 0.040], [1.876, -2.519, 0.086], [1.887, -1.650, 1.285], [2.962, -0.673, 1.105], [2.726, 0.540, 2.069], [1.355, 0.940, 1.954], [1.041, 2.272, 2.296], [-1.916, -3.479, -0.902], [-2.633, -2.196, 0.098], [-2.123, -3.636, 0.813], [0.353, -3.690, -0.951], [0.538, -4.082, 0.761], [1.902, -1.845, -0.771], [2.772, -3.133, -0.002], [2.157, -2.231, 2.065], [2.971, -0.248, 0.101], [3.973, -1.050, 1.255], [3.452, 1.327, 1.866], [2.890, 0.013, 3.008], [1.282, 2.541, 3.324], [-0.004, 2.570, 2.208], [1.563, 2.968, 1.640], [-2.041, 2.616, -1.104], [-1.889, 2.466, 0.377], [-2.687, 1.241, 0.870], [-0.527, 2.370, 0.730], [-3.080, 2.699, -1.425], [-1.689, 1.770, -1.695], [-1.413, 3.459, -1.393], [-2.354, 3.294, 0.913], [-3.726, 1.319, 0.549], [-2.660, 1.219, 1.959], [-2.357, 0.287, 0.460], [-0.185, 1.591, 0.286]]
}

=====

Record 2
{
  "formula": "C5H11NOS",
  "method": "ωB97M-V with the def2-TZVPD basis set",
  "multiplicity": 1,
  "smiles": "C=C1CC1.CNSO",
  "gap_ev": 9.18,
  "e_homo_ev": -8.40,
  "species": ["C", "C", "C", "C", "H", "H", "H", "H", "H", "H", "C", "N", "S", "O", "H", "H", "H", "H", "H"],
  "positions_angstrom": [[2.423, 1.034, 1.414], [2.154, 0.416, 0.264], [1.632, -0.897, -0.229], [1.639, 0.371, -1.097], [2.676, 2.077, 1.306], [2.720, 0.489, 2.352], [0.684, -1.438, 0.072], [2.517, -1.556, -0.402], [2.237, 0.583, -2.028], [0.768, 0.882, -1.340], [-3.186, -0.575, -0.526], [-1.827, -0.744, -0.120], [-1.115, -0.173, 1.380], [-0.778, 1.342, 0.901], [-3.399, 0.487, -0.436], [-3.351, -0.712, -1.568], [-4.128, -0.992, -0.026], [-1.605, -1.765, -0.197], [-0.061, 1.173, 0.280]]
}

=====

Record 3
{
  "formula": "C5H7NO",
  "method": "ωB97M-V with the def2-TZVPD basis set",
  "multiplicity": 1,
  "gap_ev": [8.61, 8.61],
  "e_homo_ev": [-8.97, -8.97],
  "species": ["C", "C", "C", "C", "O", "C", "N", "H", "H", "H", "H", "H", "H", "H"],
  "positions_angstrom": [[-0.093, -0.791, 1.679], [-0.350, -0.441, 0.215], [-0.106, 1.062, -0.090], [-0.226, 1.633, -1.443], [1.597, -0.291, -2.707], [0.551, -1.148, -0.755], [1.076, -0.748, -1.726], [-0.286, -1.848, 1.882], [-0.749, -0.192, 2.320], [0.943, -0.572, 1.956], [-1.382, -0.708, -0.049], [-0.913, 1.692, 0.349], [0.813, 1.396, 0.412], [-0.875, 0.957, -2.045]]
}

=====

Record 4
{
  "formula": "C3H3LiNaO3",
  "method": "ωB97M-V with the def2-TZVPD basis set",
  "multiplicity": 2,
  "total_charge": 2,
  "gap_ev": [9.15, 9.07],
  "e_homo_ev": [-17.06, -17.26],
  "s_squared": 0.756,
  "species": ["C", "C", "H", "H", "H", "C", "O", "O", "Na", "O", "Li"],
  "positions_angstrom": [[-0.925, 1.891, -0.791], [-2.107, 1.567, -0.885], [-1.832, 2.798, -1.061], [0.114, 2.280, -0.802], [-3.114, 1.158, -0.881], [1.408, -1.519, 0.765], [0.509, -1.362, -0.095], [2.396, -2.309, 0.496], [-0.282, -2.473, -2.131], [1.448, -1.014, 1.906], [2.385, -1.017, 3.479]]
}

=====

Record 5
{
  "formula": "C42H42MnO2P2",
  "method": "ωB97M-V with the def2-TZVPD basis set",
  "multiplicity": 4,
  "total_charge": 2,
  "gap_ev": [7.35, 5.94],
  "e_homo_ev": [-13.07, -12.82],
  "s_squared": 3.984,
  "species": ["Mn", "C", "C", "C", "C", "C", "C", "C", "C", "C", "H", "H", "H", "H", "H", "H", "H", "H", "H", "H", "H", "H", "H", "H", "H", "P", "P", "C", "C", "C", "C", "C", "C", "C", "C", "C", "C", "C", "C", "C", "C", "C", "C", "C", "C", "C", "C", "C", "C", "C", "C", "C", "C", "H", "H", "H", "H", "H", "H", "H", "H", "H", "H", "H", "H", "H", "H", "H", "H", "H", "H", "H", "H", "H", "H", "O", "C", "O", "C", "C", "C", "C", "C", "C", "H", "H", "H", "H", "H"],
  "positions_angstrom": [[-0.067, 0.601, -2.475], [-1.612, 1.075, -3.674], [-1.587, -0.344, -3.381], [-0.965, -1.363, -4.341], [0.462, -0.968, -4.781], [1.203, -0.062, -3.813], [1.137, 1.417, -3.851], [0.339, 2.172, -4.887], [-1.118, 1.693, -4.973], [1.848, 0.084, 2.208], [-2.380, 1.692, -3.200], [-2.387, -0.745, -2.750], [-1.592, -1.545, -5.241], [-0.926, -2.347, -3.842], [1.054, -1.894, -4.881], [0.443, -0.566, -5.806], [2.146, -0.477, -3.422], [2.017, 1.962, -3.478], [0.816, 2.087, -5.876], [0.372, 3.249, -4.648], [-1.739, 2.578, -5.154], [-1.268, 1.061, -5.855], [1.182, 0.932, 2.360], [2.706, 0.168, 2.890], [1.302, -0.836, 2.426], [-1.481, -0.676, 0.634], [2.450, 0.052, 0.534], [-0.136, -0.773, -0.612], [1.262, -0.398, -0.769], [-2.381, -2.238, 0.618], [-2.584, -3.060, -0.520], [-3.292, -4.267, -0.388], [-3.801, -4.671, 0.850], [-3.614, -3.853, 1.968], [-2.939, -2.643, 1.847], [-2.548, 0.588, -0.023], [-1.962, 1.834, -0.312], [-2.798, 2.938, -0.512], [-4.184, 2.767, -0.505], [-4.732, 1.481, -0.492], [-3.914, 0.362, -0.303], [3.875, -1.075, 0.557], [3.651, -2.425, 0.926], [4.738, -3.267, 1.139], [6.043, -2.793, 0.956], [6.260, -1.479, 0.516], [5.178, -0.617, 0.314], [3.003, 1.704, 0.055], [2.882, 2.781, 0.951], [3.124, 4.083, 0.495], [3.436, 4.312, -0.845], [3.561, 3.243, -1.737], [3.391, 1.931, -1.274], [-0.306, -1.772, -1.046], [1.814, -1.084, -1.445], [-2.204, -2.783, -1.509], [-3.450, -4.899, -1.262], [-4.353, -5.607, 0.955], [-3.993, -4.135, 2.948], [-2.834, -2.001, 2.723], [-0.875, 1.936, -0.328], [-2.376, 3.939, -0.613], [-4.833, 3.643, -0.472], [-5.812, 1.340, -0.569], [-4.310, -0.661, -0.336], [2.627, -2.790, 1.048], [4.571, -4.298, 1.462], [6.893, -3.439, 1.158], [7.270, -1.113, 0.340], [5.331, 0.415, -0.026], [2.603, 2.601, 1.990], [3.052, 4.913, 1.194], [3.588, 5.332, -1.209], [3.790, 3.417, -2.788], [3.513, 1.089, -1.963], [-1.069, 1.758, 2.744], [-1.290, 0.630, 3.124], [-1.226, -0.462, 2.250], [-1.540, 0.316, 4.579], [-1.585, -0.992, 5.090], [-1.859, -1.218, 6.445], [-2.061, -0.143, 7.322], [-1.960, 1.170, 6.835], [-1.692, 1.395, 5.474], [-1.399, -1.827, 4.416], [-1.912, -2.241, 6.830], [-2.294, -0.326, 8.375], [-2.090, 2.011, 7.527], [-1.602, 2.422, 5.111]]
}

=====

Record 6
{
  "formula": "C2H5N3O2S",
  "method": "ωB97M-V with the def2-TZVPD basis set",
  "multiplicity": 1,
  "gap_ev": 8.46,
  "e_homo_ev": -8.30,
  "species": ["C", "C", "H", "H", "H", "H", "H", "N", "N", "N", "O", "O", "S"],
  "positions_angstrom": [[0.217, -0.929, -0.484], [-0.235, 2.057, 0.835], [-0.516, 0.111, 1.615], [-1.816, -1.988, -0.339], [1.779, 1.278, 0.878], [-1.187, 1.819, 0.373], [-0.633, 3.731, 0.987], [-0.973, -1.281, 0.220], [0.692, 0.888, 0.979], [0.042, 3.047, 1.458], [-1.537, -0.301, 1.024], [0.748, 0.221, -0.269], [0.654, -1.853, -1.891]]
}

=====

The calculation returns the following total energy values, one per record and in order: -2276.60149; -725.13395; -324.45806; -510.98930; -3609.18308; -791.88366 a.u..